29
Properties=species:S:1:pos:R:3 method="wB97M-V/def2-TZVPD" homo_energy_ev=-7.67 total_charge=0 orbital_gap_ha=0.30697
C -4.173 0.020 -0.570
C 3.538 0.147 0.366
C 1.498 1.529 -0.531
C -2.786 -0.583 -0.965
C 2.028 0.487 0.334
C 1.210 -0.749 0.090
N 1.574 -1.749 0.970
N 0.937 -1.091 -1.208
O -1.499 1.652 0.378
O -0.984 0.277 2.389
O -2.031 -0.855 0.224
P -0.944 0.309 0.743
H -5.120 -0.153 -1.202
H -4.604 -0.379 0.406
H -4.014 1.104 -0.414
H 3.970 0.927 0.937
H 3.829 -0.729 0.802
H 3.806 0.190 -0.619
H 2.247 2.291 -0.421
H 0.539 1.879 -0.273
H 1.529 1.297 -1.540
H -2.341 0.126 -1.508
H -2.806 -1.445 -1.590
H 1.820 0.876 1.323
H 1.828 -1.503 1.901
H 1.184 -2.664 0.749
H -1.564 0.966 2.576
H 1.054 -0.364 -1.892
H 0.278 -1.812 -1.456



49
Properties=species:S:1:pos:R:3 method="wB97M-V/def2-TZVPD" homo_energy_ev=-8.20 total_charge=0 smiles=CCn1nc(C(C)(C)C)c2c1-c1ccccc1[C@]2(O)c1ccc(Cl)cc1 orbital_gap_ha=0.31897
C 3.339 -2.549 1.071
C 3.482 -1.040 1.393
N 2.374 -0.215 0.839
N 2.517 0.487 -0.274
C 1.293 0.955 -0.517
C 1.115 1.890 -1.697
C 0.392 3.122 -1.292
C 2.570 2.207 -2.353
C 0.388 1.226 -2.942
C 0.457 0.693 0.516
C 1.040 -0.163 1.323
C 0.105 -0.712 2.271
C 0.142 -1.747 3.271
C -0.997 -1.939 3.954
C -2.266 -1.389 3.696
C -2.285 -0.388 2.703
C -1.095 -0.113 1.927
C -1.033 0.725 0.729
O -1.474 2.056 0.943
C -1.815 0.022 -0.391
C -3.013 0.586 -0.850
C -3.781 -0.143 -1.748
C -3.366 -1.327 -2.441
Cl -4.212 -1.898 -3.770
C -2.174 -1.846 -1.998
C -1.451 -1.286 -0.861
H 4.057 -2.791 0.248
H 2.348 -2.886 0.678
H 3.430 -3.077 1.974
H 3.602 -0.911 2.408
H 4.376 -0.850 0.795
H 0.478 3.930 -2.008
H 0.723 3.430 -0.280
H -0.714 3.027 -1.217
H 2.465 3.084 -3.035
H 3.305 2.469 -1.630
H 2.818 1.305 -2.874
H 1.064 0.450 -3.522
H 0.168 2.078 -3.682
H -0.575 0.750 -2.684
H 1.002 -2.253 3.341
H -0.987 -2.754 4.704
H -3.129 -1.848 4.261
H -3.267 -0.031 2.418
H -1.197 2.445 1.823
H -3.189 1.536 -0.415
H -4.652 0.312 -2.037
H -1.783 -2.850 -2.394
H -0.596 -1.781 -0.372



18
Properties=species:S:1:pos:R:3 method="wB97M-V/def2-TZVPD" homo_energy_ev="1.40 / -4.14" total_charge=-1 s_squared=0.750 spin_multiplicity=2 orbital_gap_ha="0.09164 / 0.29160"
C -1.021 0.219 2.264
N 0.362 -0.094 1.906
C 0.702 -0.545 0.667
C 1.764 -1.374 0.473
C -0.621 1.004 -2.628
C 0.250 0.612 -1.473
C -0.136 -0.189 -0.496
H -1.688 -0.452 1.700
H -1.226 1.239 1.889
H -1.255 0.144 3.313
H 0.941 -0.437 2.679
H 2.012 -1.716 -0.517
H 2.277 -2.003 1.181
H -0.178 1.751 -3.295
H -0.808 0.219 -3.367
H -1.595 1.327 -2.259
H 1.320 0.956 -1.457
H -1.100 -0.662 -0.582



16
Properties=species:S:1:pos:R:3 method="wB97M-V/def2-TZVPD" homo_energy_ev=-2.54 total_charge=-1 orbital_gap_ha=0.23557
C -0.216 -0.758 0.465
C 1.264 -1.226 0.207
S 2.418 -0.556 1.422
C -0.938 -0.201 -0.757
N -2.120 0.581 -0.403
H -0.313 -0.095 1.322
H -0.638 -1.732 0.717
H 1.515 -0.734 -0.747
H 1.305 -2.300 0.039
H -1.072 -1.042 -1.437
H -0.271 0.496 -1.258
H -2.099 0.935 0.540
H -2.974 0.022 -0.428
H 2.041 2.014 0.420
H 0.633 2.082 0.064
O 1.463 2.513 -0.165



105
Properties=species:S:1:pos:R:3 method="wB97M-V/def2-TZVPD" homo_energy_ev="-4.13 / -2.98" total_charge=-1 orbital_gap_ha="0.21662 / 0.17223"
Cs -0.532 1.401 -1.797
C 4.963 1.375 -3.242
C 3.609 1.056 -2.654
S 2.543 2.328 -2.442
C 3.319 -0.295 -2.315
C 4.377 -1.355 -2.495
S 1.829 -0.809 -1.729
H 4.983 2.415 -3.564
H 5.199 0.738 -4.094
H 5.758 1.232 -2.506
H 5.380 -0.966 -2.612
H 4.148 -1.965 -3.374
H 4.362 -2.030 -1.638
Br 0.348 -3.837 -7.504
C -0.292 -2.703 -6.142
C -0.090 -3.019 -4.810
C -0.570 -2.135 -3.851
N -1.218 -1.019 -4.148
C -1.407 -0.731 -5.435
C -0.958 -1.537 -6.480
C -2.125 0.558 -5.728
C -2.874 0.708 -6.893
C -3.497 1.929 -7.094
Br -4.529 2.194 -8.648
C -3.364 2.936 -6.155
C -2.601 2.672 -5.023
N -1.999 1.515 -4.807
H 0.442 -3.911 -4.510
H -0.405 -2.331 -2.802
H -1.089 -1.262 -7.515
H -2.993 -0.091 -7.606
H -3.848 3.893 -6.273
H -2.489 3.424 -4.257
C 0.332 4.155 4.033
C 0.858 3.398 2.991
C 0.182 3.295 1.792
C -1.051 3.932 1.591
C -1.565 4.706 2.644
C -0.877 4.807 3.838
N -1.712 3.667 0.398
N -2.751 4.469 0.199
C -3.560 4.057 -0.810
C -4.532 4.988 -1.270
C -5.391 4.643 -2.270
C -5.311 3.353 -2.821
C -4.347 2.515 -2.302
N -3.484 2.823 -1.338
H 0.854 4.227 4.976
H 1.804 2.890 3.126
H 0.596 2.713 0.978
H -2.517 5.197 2.506
H -1.302 5.400 4.639
H -4.551 5.963 -0.807
H -6.124 5.359 -2.625
H -5.975 3.012 -3.599
H -4.264 1.502 -2.684
C 1.214 -0.486 1.775
P -0.433 -0.762 1.043
C -1.640 -0.356 2.334
C -1.838 -1.106 3.494
C -2.774 -0.709 4.428
C -3.529 0.439 4.213
C -3.358 1.175 3.056
C -2.421 0.769 2.113
C -0.602 -2.579 0.942
C -1.855 -3.162 1.108
C -2.045 -4.515 0.890
C -0.982 -5.317 0.499
C 0.267 -4.744 0.317
C 0.450 -3.388 0.527
P 1.501 -0.796 3.562
C 3.263 -0.288 3.717
C 4.060 -0.883 4.692
C 5.359 -0.462 4.913
C 5.897 0.567 4.157
C 5.120 1.166 3.179
C 3.817 0.745 2.963
C 1.755 -2.611 3.549
C 2.714 -3.233 2.748
C 2.858 -4.606 2.748
C 2.038 -5.387 3.554
C 1.094 -4.786 4.365
C 0.965 -3.403 4.371
H 1.389 0.580 1.600
H 1.935 -0.983 1.115
H -1.266 -2.009 3.654
H -2.915 -1.290 5.329
H -4.257 0.751 4.949
H -3.934 2.070 2.871
H -2.311 1.363 1.216
H -2.698 -2.557 1.432
H -3.029 -4.941 1.029
H -1.127 -6.374 0.333
H 1.108 -5.348 0.007
H 1.425 -2.960 0.337
H 3.662 -1.699 5.284
H 5.951 -0.944 5.679
H 6.913 0.896 4.325
H 5.521 1.962 2.568
H 3.256 1.233 2.181
H 3.349 -2.627 2.114
H 3.599 -5.069 2.112
H 2.146 -6.463 3.551
H 0.460 -5.389 5.000
H 0.234 -2.932 5.016



14
Properties=species:S:1:pos:R:3 method="wB97M-V/def2-TZVPD" homo_energy_ev="-8.31 / -8.30" total_charge=0 orbital_gap_ha="0.29550 / 0.29538"
O -1.112 -1.424 0.182
C -0.894 -0.345 1.023
C 0.766 0.208 1.105
C 1.245 -0.001 -0.272
C -0.458 0.399 -1.733
O -0.970 1.427 -1.398
H -0.894 -1.034 -0.713
H -1.116 -0.620 2.052
H -1.411 0.533 0.633
H 1.233 -0.428 1.876
H 0.799 1.264 1.429
H 1.588 0.825 -0.866
H 1.670 -0.982 -0.474
H -0.446 0.177 -2.845



Number 1: energy -24908.9605 eV, largest force on an atom 0.080 hartree/bohr. Number 2: energy -40734.4550 eV, largest force on an atom 0.106 hartree/bohr. Number 3: energy -7887.3116 eV, largest force on an atom 0.039 hartree/bohr. Number 4: energy -17646.6276 eV, largest force on an atom 0.045 hartree/bohr. Number 5: energy -240881.3561 eV, largest force on an atom 0.020 hartree/bohr. Number 6: energy -8368.3336 eV, largest force on an atom 0.048 hartree/bohr.